Version w
# C23H25FN2O3

The molecule C23H25FN2O3 (ωB97M-V/def2-TZVPD, the Open Molecules 2025 dataset).

The geometry in ORCA input format:
```
! wB97M-V def2-TZVPD RIJCOSX def2/J DEFGRID3
* xyz 0 1
F 1.70768 4.44741 -0.22066
O 3.52372 6.35063 0.10628
O 1.16533 2.51520 -3.42892
O -0.29535 -3.36891 2.47105
N 1.44016 1.66949 -1.34297
N -0.39893 -1.67630 0.98219
C -5.54435 -0.63391 0.96997
C -3.27972 -1.64774 1.38901
C 4.75164 5.53130 -1.81761
C -4.66200 -1.79203 1.35119
C 4.83922 4.61073 -2.85415
C -2.46309 -2.72310 1.72090
C -4.40980 -4.12046 2.00353
C -3.03238 -3.94952 2.03601
C 1.69761 -0.95365 -0.24337
C 2.21459 1.49041 -0.12354
C 0.35631 0.71397 -1.52284
C 1.00817 -1.43093 1.00855
C -5.20659 -3.03405 1.65540
C -5.02805 -5.44249 2.36946
C 3.69142 5.48285 -0.92667
C 0.89036 -0.71557 -1.50015
C 3.87074 3.63644 -3.00786
C 2.78962 0.07718 -0.06385
C 2.80989 3.55918 -2.10900
C 2.73334 4.48765 -1.09049
C 1.92623 -2.34945 0.24682
C -0.96495 -2.62734 1.77652
C 1.73071 2.53528 -2.34822
H -2.37701 -4.76596 2.31237
H -5.99820 -5.57215 1.89046
H 5.50627 6.30103 -1.70066
H -5.17918 -5.51067 3.44885
H 1.44772 -3.15577 -0.29328
H -0.36023 0.86384 -0.70480
H 1.55966 1.66369 0.73720
H 0.06769 -1.42832 -1.58272
H 1.53235 -0.86712 -2.37289
H -5.65773 -0.57289 -0.11453
H 5.66726 4.66622 -3.54755
H 3.01384 2.22436 -0.08421
H 2.87802 -2.59716 0.69727
H 3.53521 -0.04039 -0.85711
H 3.91042 2.93240 -3.82752
H -6.53984 -0.73780 1.40023
H -0.13881 0.94357 -2.46171
H 1.37864 -1.04959 1.95380
H 3.30058 -0.07012 0.89039
H -2.85558 -0.66927 1.18994
H -6.28460 -3.15699 1.62889
H 4.23443 6.99983 0.09346
H -0.99376 -1.08329 0.43172
H -4.38553 -6.27178 2.07531
H -5.12312 0.31204 1.31050
*
```

Calculated values
- molecular weight (g/mol) = 396.46
- HOMO (eV) = -9.01
- SMILES = Cc1cc(C)cc(C(=O)N[C@H]2CC23CCN(C(=O)c2cccc(O)c2F)CC3)c1

---

Version x
# C23H25FN2O3

The molecule C23H25FN2O3 (ωB97M-V/def2-TZVPD, the Open Molecules 2025 dataset).

The geometry in ORCA input format:
```
! wB97M-V def2-TZVPD RIJCOSX def2/J DEFGRID3
* xyz 0 1
F 2.05227 1.26632 -3.91392
O -0.96476 -0.81253 3.54902
O 3.89188 2.31178 -5.50785
O 2.11341 -2.29853 -2.61107
N -0.78656 0.84212 1.98409
N 1.79935 -0.38548 -1.43477
C 0.72072 -0.97210 -0.64751
C -5.04114 0.87762 1.76272
C -5.66023 -0.35097 1.97145
C 4.71746 -1.11231 -3.32120
C -1.47488 -0.06234 2.73596
C 0.62375 1.11448 1.97076
C 3.24736 0.65063 -3.97405
C 5.70082 -0.58097 -4.13509
C 5.45433 0.56760 -4.87609
C -3.67800 0.98249 2.00566
C 3.47908 -0.48551 -3.22390
C 2.71955 0.79787 0.50436
C -5.82907 2.06001 1.26634
C -4.95501 -1.46021 2.42368
C 1.62640 0.40304 2.83563
C -5.65045 -2.77060 2.67508
C -3.59279 -1.32825 2.66432
C 2.40054 -1.13247 -2.39243
C 4.21939 1.19286 -4.80732
C 1.63686 0.17707 1.35329
C 2.26741 0.90413 -0.95105
C -2.95051 -0.11859 2.44837
C 1.14319 -1.14163 0.80791
H 2.97847 1.79129 0.88075
H 0.45253 -1.92006 -1.10416
H -6.63542 -2.79194 2.21035
H -5.06869 -3.60471 2.28231
H -6.84993 2.04195 1.64725
H 3.08234 1.25983 -1.57485
H 2.40750 1.01832 3.26376
H -0.14302 -0.29933 -0.70508
H -5.88426 2.05833 0.17565
H 1.94716 -1.88265 0.85893
H 1.44771 1.62662 -1.03469
H 4.88402 -2.02273 -2.76226
H 6.22207 0.97979 -5.52140
H -3.00916 -2.16321 3.03195
H 6.66653 -1.06248 -4.20674
H 1.25802 -0.39906 3.45433
H -5.78044 -2.93848 3.74595
H 4.63857 2.57110 -6.05712
H -3.19675 1.94706 1.88545
H 3.62600 0.18497 0.55213
H 0.31435 -1.52378 1.40446
H -1.30703 1.26599 1.23481
H -6.72533 -0.44255 1.78475
H -5.36827 2.99874 1.57310
H 0.81269 2.17149 1.81799
*
```

Calculated values
- molecular weight (g/mol) = 396.46
- HOMO (eV) = -8.90
- SMILES = Cc1cc(C)cc(C(=O)N[C@H]2CC23CCN(C(=O)c2cccc(O)c2F)CC3)c1

---

Version y
# C23H25FN2O3

The molecule C23H25FN2O3 (ωB97M-V/def2-TZVPD, the Open Molecules 2025 dataset).

The geometry in ORCA input format:
```
! wB97M-V def2-TZVPD RIJCOSX def2/J DEFGRID3
* xyz 0 1
F -1.27484 -2.52960 1.64508
O 2.41845 -1.74125 1.07325
O -0.54232 3.17311 0.01012
O 2.30220 2.41667 -0.34116
N -4.36147 0.79214 0.01442
N -0.70216 1.00050 0.68655
C 1.48535 0.27979 0.41910
C 4.98121 -0.32547 1.11168
C -5.23260 3.05422 -0.36734
C -5.88943 -0.73877 1.18711
C -1.58180 -3.35382 -0.53211
C 4.23654 0.48164 -1.02984
C 1.41562 1.68306 0.03520
C -0.22882 -1.14761 -1.52729
C 3.94757 -0.09384 0.20422
C -2.95990 0.93250 -0.32129
C -1.07851 -2.38412 0.31569
C -0.04775 2.08790 0.22205
C -5.23964 1.59732 -0.81762
C 5.53629 0.83513 -1.33893
C -0.72391 -2.10690 -2.39169
C -1.40072 -3.20957 -1.89558
C 0.10348 -0.19774 0.78961
C -2.11616 0.98985 0.96356
C -0.39593 -1.27039 -0.15298
C -4.78156 -0.59197 0.14864
C 2.58088 -0.50303 0.55534
C 6.55615 0.62225 -0.42561
C 6.27702 0.04108 0.80003
H 7.06790 -0.12453 1.51626
H -2.80084 1.86524 -0.86336
H -2.60604 0.10778 -0.96214
H 7.56828 0.90956 -0.66756
H -0.58574 -1.99191 -3.45578
H -6.79236 -0.21966 0.87778
H -6.12836 -1.78975 1.33004
H -1.79056 -3.95668 -2.56950
H 5.75399 1.28299 -2.29634
H -2.10806 -4.19885 -0.11705
H 3.44538 0.64019 -1.74382
H -5.11361 -1.01126 -0.81764
H 4.76399 -0.75602 2.08073
H -5.56023 -0.31837 2.13313
H -2.33988 0.13510 1.60393
H 0.28880 -0.28190 -1.91394
H -6.25350 1.20586 -0.71853
H -5.92662 3.63421 -0.97073
H -3.92109 -1.17788 0.47953
H -4.96041 1.53093 -1.88350
H -4.24253 3.49101 -0.46370
H -5.53312 3.11536 0.67489
H 3.27248 -2.19037 1.14019
H -2.37095 1.90859 1.49776
H 0.07702 -0.58538 1.81748
*
```

Calculated values
- molecular weight (g/mol) = 396.46
- HOMO (eV) = -8.31
- SMILES = CCN(CC)CCN1C(=O)C(=O)/C(=C(/O)c2ccccc2)[C@@H]1c1ccccc1F

---

Which of them is least stable? Easy: version y.

---

Version w
# C5H4O

The molecule C5H4O (ωB97M-V/def2-TZVPD, the Open Molecules 2025 dataset).

The geometry in ORCA input format:
```
! wB97M-V def2-TZVPD RIJCOSX def2/J DEFGRID3
* xyz 0 1
O -2.60942 -0.07745 -0.26633
C -0.24119 -0.12136 -0.83173
C 2.03724 0.71702 -0.18658
C -1.40565 -0.79717 -0.24447
C 0.87435 0.34664 -0.83226
C 2.88505 0.89869 0.65067
H -2.44852 0.77064 0.16746
H 3.55826 1.01784 1.46630
H -1.58805 -1.76686 -0.70953
H -1.06207 -0.98799 0.78646
*
```

Calculated values
- molecular weight (g/mol) = 80.09
- HOMO (eV) = -9.44
- SMILES = C#CC#CCO

---

Version x
# C5H4O

C5H4O as an isolated structure (ωB97M-V/def2-TZVPD, the Open Molecules 2025 dataset).

The geometry in ORCA input format:
```
! wB97M-V def2-TZVPD RIJCOSX def2/J DEFGRID3
* xyz 0 1
O 2.13482 -1.23344 -0.01974
C 1.05614 -0.69066 0.57226
C -2.03393 -1.18826 -0.03421
C 1.96653 0.19643 -0.16425
C -1.77020 0.14134 0.07142
C -0.71489 -0.67792 -0.35935
H -2.68903 -1.92753 0.13975
H 1.78281 0.71157 -1.22540
H -1.88574 1.08927 0.60761
H 2.70481 0.70075 0.49014
*
```

Calculated values
- molecular weight (g/mol) = 80.09
- HOMO (eV) = -8.01

---

Which of them is least stable? Easy: version x.

---

Version w
# C5H12N2S

C5H12N2S as an isolated structure (ωB97M-V/def2-TZVPD, the Open Molecules 2025 dataset).

The geometry in ORCA input format:
```
! wB97M-V def2-TZVPD RIJCOSX def2/J DEFGRID3
* xyz 0 1
S 1.49857 -0.97964 -2.65037
N 0.64871 -0.85303 1.04023
N -2.40023 0.08431 0.91461
C 1.74358 -1.40989 0.22542
C -1.50315 1.23468 0.85053
C -0.64981 0.99292 -0.37523
C 1.46850 -0.42584 -0.91137
C 0.11995 -0.30600 -0.26463
H -2.15343 2.10506 0.75848
H -3.01100 0.18890 1.71476
H -1.79714 -0.71625 1.18807
H 2.73554 -1.30439 0.68542
H -0.51811 -1.09382 -0.62764
H 1.04732 -0.05830 1.51289
H -1.36635 0.96398 -1.26068
H 2.07914 0.50279 -0.85792
H 1.34067 0.24950 -3.16318
H 0.01856 1.87731 -0.55023
H 1.56450 -2.50127 0.02327
H -0.86581 1.44897 1.74756
*
```

Calculated values
- molecular weight (g/mol) = 132.23
- HOMO (eV) = -9.07

---

Version x
# C5H12N2S

The molecule C5H12N2S (ωB97M-V/def2-TZVPD, the Open Molecules 2025 dataset).

The geometry in ORCA input format:
```
! wB97M-V def2-TZVPD RIJCOSX def2/J DEFGRID3
* xyz 0 1
S -2.60185 -1.10463 0.18699
N -0.97462 -1.54047 -0.08778
N 2.25439 -0.96544 0.44717
C -0.36875 1.14572 1.36446
C -0.05108 -0.72410 -0.27540
C -0.04658 0.79145 -0.09916
C 1.29137 -1.27649 -0.60044
C -0.93765 1.53318 -1.07083
H 0.98532 1.09530 -0.31909
H 1.60401 -0.73381 -1.49626
H 0.43813 0.79157 2.01091
H -2.01087 1.43853 -0.87812
H -0.71715 1.18191 -2.08440
H 1.21073 -2.34567 -0.83882
H 2.15344 -1.44944 1.29793
H 3.23856 -1.05144 0.13521
H -0.42384 2.23391 1.46999
H -0.70049 2.59864 -1.05629
H -3.02033 -2.37127 0.16601
H -1.32276 0.75254 1.72791
*
```

Calculated values
- molecular weight (g/mol) = 132.23
- HOMO (eV) = -8.77
- SMILES = CC(C)/C(CN)=N\S

---

Which of them is least stable? Easy: version w.